(1)
The following is a DFT calculation (ωB97M-V/def2-TZVPD) of a molecular structure, C19H42NO2P3V.

XYZ file:
```
68
Properties=species:S:1:pos:R:3:mulliken_spin:R:1
V -0.49478 -0.08659 0.11408 2.445
P 1.49985 -0.92137 1.94355 -0.011
P 2.02748 2.80862 -0.26983 -0.018
P -1.19131 -2.49496 0.33528 -0.029
H 0.60907 2.36751 -3.64620 0.001
C -0.45357 2.18814 -3.84413 -0.013
C -1.43663 2.87169 -3.25763 0.005
H -1.25330 3.69198 -2.56661 0.000
C 3.03582 -1.69533 1.32365 -0.014
C 2.11113 0.28527 3.21102 -0.011
C 0.95439 -2.25945 3.08586 0.003
C 1.64474 4.03973 -1.52205 0.001
C 1.21573 3.29540 1.26965 0.009
C 3.81318 2.49179 -0.08875 0.002
C -2.62044 -2.64451 -0.77081 -0.021
C -1.93532 -3.42626 1.73803 0.000
C -0.04498 -3.72093 -0.39538 0.013
H -0.66276 1.46166 -4.65947 0.000
H -2.47565 2.71470 -3.57656 0.000
H 3.79645 -1.73931 2.10730 -0.002
H 3.43615 -1.13501 0.47718 0.000
H 2.82285 -2.71148 0.98703 0.001
H 2.74641 -0.21536 3.95811 -0.002
H 1.28676 0.76104 3.75672 0.001
H 2.69250 1.08409 2.73603 0.002
H 0.87548 -3.22573 2.56968 0.000
H -0.01913 -2.02770 3.53524 0.000
H 1.69034 -2.36127 3.89725 -0.002
H 2.21352 4.95265 -1.30831 0.000
H 0.56781 4.25003 -1.50287 -0.001
H 1.89785 3.65315 -2.51720 0.000
H 1.81828 4.02227 1.83222 0.000
H 1.01137 2.44055 1.93184 -0.001
H 0.24404 3.75842 1.04849 0.001
H 4.46953 3.35931 -0.31409 0.000
H 4.10435 1.68830 -0.78330 0.000
H 4.06631 2.16546 0.93347 0.000
H -3.13044 -3.60103 -0.61817 0.000
H -2.26282 -2.59397 -1.80101 0.002
H -3.31796 -1.81583 -0.60242 0.000
H -2.65561 -4.15473 1.33721 -0.002
H -2.48068 -2.74269 2.40080 -0.001
H -1.17477 -3.96393 2.31437 0.001
H -0.59547 -4.58847 -0.78069 -0.001
H 0.66547 -4.06555 0.36214 0.004
H 0.52878 -3.28935 -1.22163 -0.006
C -0.83774 0.02445 -2.33412 -0.125
C 0.28184 -0.41291 -3.13078 -0.068
C 0.09038 -1.39158 -4.09098 0.044
C -1.21512 -1.69629 -4.49032 -0.108
C -2.31871 -1.17689 -3.81912 0.031
C -2.15316 -0.42974 -2.66038 -0.010
O -0.66379 1.06798 -1.49202 -0.191
H 1.39344 1.71371 -0.91304 0.040
H 1.16911 0.22168 -3.11437 0.005
H 0.94146 -1.86393 -4.60095 -0.001
H -1.37509 -2.34067 -5.35797 0.000
H -3.33034 -1.41312 -4.16161 0.000
H -2.99167 -0.08445 -2.06273 0.005
C -1.35212 0.63003 3.98859 0.006
C -1.88584 1.06685 2.66880 0.008
N -3.17219 1.48616 2.65385 0.001
O -1.20723 1.14289 1.60976 0.012
H -2.09759 -0.00145 4.48997 0.000
H -1.16077 1.50174 4.63223 0.000
H -0.43140 0.05556 3.83595 -0.002
H -3.55820 1.88210 1.79782 -0.001
H -3.76531 1.14690 3.39231 0.000
```

The value obtained for the frontier orbital gap (spin up / spin down) is 6.22 / 7.88 eV. Its spin multiplicity is 3. Its expectation value of S² is 2.31. Its net charge is +3.

(2)
The following is a DFT calculation (ωB97M-V/def2-TZVPD) of 2 unconnected molecules or ions with the total composition C19H42NO4.

XYZ file:
```
66
Properties=species:S:1:pos:R:3:lowdin_charge:R:1
C -3.66485 0.21565 5.27109 -0.107
O -3.44389 -0.93609 4.49336 -0.184
C -2.31033 -0.84670 3.67213 -0.242
C -0.97359 -0.96694 4.41869 -0.173
C 0.09500 0.01048 3.93653 -0.222
C -0.19391 1.46318 4.31670 -0.208
C 0.95002 2.44796 4.01488 -0.179
C 1.78142 2.24399 2.73497 -0.144
C 1.31004 2.80473 1.38602 -0.244
C 0.87189 4.27176 1.30332 -0.140
O 0.34210 4.42768 -0.02640 -0.106
C 0.11317 3.13020 -0.58731 -0.156
C 0.16352 2.17479 0.58858 -0.328
O -1.03789 2.26723 1.33806 0.000
H -4.66861 0.13357 5.68798 0.092
H -3.60195 1.12304 4.65086 0.091
H -2.94524 0.31127 6.09335 0.083
H -2.42239 -1.65712 2.94457 0.121
H -2.34592 0.11018 3.12258 0.101
H -1.15643 -0.81798 5.48961 0.111
H -0.59783 -1.99170 4.31520 0.110
H 0.19625 -0.08610 2.84208 0.102
H 1.06932 -0.28079 4.35531 0.120
H -1.10510 1.80646 3.81844 0.088
H -0.39734 1.49084 5.39572 0.117
H 0.55543 3.47174 4.01592 0.108
H 1.64807 2.40254 4.86018 0.111
H 2.00031 1.17685 2.60545 0.102
H 2.75630 2.71393 2.91642 0.117
H 2.17690 2.72292 0.71418 0.144
H 0.09996 4.51841 2.03477 0.122
H 1.71570 4.95944 1.41412 0.134
H -0.85934 3.11564 -1.08855 0.127
H 0.89957 2.90219 -1.32010 0.120
H 0.33472 1.12997 0.29355 0.141
H -1.61453 1.54671 1.12315 0.078
C -1.44770 -0.81083 -2.29314 -0.046
C -0.69123 -2.06005 -2.68777 -0.154
N -0.24523 -2.10468 -4.13701 -0.271
C -1.45330 -1.98713 -5.01688 0.011
C 0.34371 -3.47204 -4.43482 -0.152
C 1.58737 -3.90124 -3.67614 -0.042
C 0.67240 -0.96660 -4.53228 -0.070
C 1.92974 -0.70413 -3.72830 -0.197
O 1.60096 -0.32182 -2.41678 -0.209
C 2.64993 -0.51844 -1.47173 -0.056
H -2.42177 -0.74084 -2.77490 0.084
H -1.62904 -0.86189 -1.21974 0.095
H -0.87789 0.09670 -2.47894 0.077
H -1.31398 -2.94669 -2.56104 0.140
H 0.20126 -2.17139 -2.08428 0.108
H -2.16743 -2.75715 -4.73575 0.120
H -1.14740 -2.12413 -6.05078 0.116
H -1.89804 -1.00547 -4.89630 0.106
H 0.52699 -3.48426 -5.50884 0.135
H -0.47406 -4.16258 -4.23284 0.132
H 2.50115 -3.50782 -4.11237 0.078
H 1.64296 -4.98709 -3.74242 0.098
H 1.55849 -3.64807 -2.61809 0.081
H 0.05628 -0.06946 -4.52478 0.137
H 0.95435 -1.16920 -5.56650 0.147
H 2.42907 0.11721 -4.25807 0.147
H 2.61448 -1.55244 -3.73726 0.105
H 3.62885 -0.51296 -1.95319 0.098
H 2.51580 -1.46875 -0.94618 0.093
H 2.61274 0.29330 -0.74829 0.083
```

The value obtained for the frontier orbital gap is 8.81 eV. Its net charge is +1.

The ΔE to the lowest compared entry with this formula, charge and spin results, record by record, are as follows: 0.038, 0.528 eV.
The energy results, record by record, are as follows: -79497.6036, -30056.2322 eV.